Entry 1:
Here is a structure of composition C5H14N2 at a distorted geometry from the Open Molecules 2025 dataset. Energies are from ωB97M-V/def2-TZVPD.

The gap between HOMO and LUMO is 9.9 eV. Its energy above the lowest of the compared OMol25 structures with the same formula, charge and spin is 104.8 kcal/mol. The electronic energy comes out at -308.2561 hartree. Its LUMO energy is 0.962 eV. Its HOMO energy is -8.94 eV.

Last column: natural (NBO) charge in e.
Positions of all 21 atoms, in Å:
N1 0.007 0.210 -1.960  -0.85
C1 -0.509 0.697 -0.329  -0.22
C2 0.116 0.130 0.991  -0.42
C3 1.635 0.283 1.012  -0.42
C4 2.414 -0.788 0.208  -0.63
C5 -2.069 0.581 -0.324  -0.23
N2 -2.472 -0.862 -0.149  -0.89
H1 1.027 0.428 -2.036  0.34
H2 -0.197 1.770 -0.428  0.25
H3 -0.349 -0.382 -0.974  0.41
H4 -0.159 -0.958 0.976  0.23
H5 -0.301 0.734 1.812  0.22
H6 1.880 1.304 0.706  0.20
H7 1.966 0.459 2.048  0.21
H8 3.232 -0.423 -0.377  0.21
H9 1.741 -1.271 -0.529  0.22
H10 2.809 -1.580 0.851  0.21
H11 -2.479 0.985 -1.265  0.20
H12 -2.551 1.141 0.484  0.20
H13 -3.401 -1.116 0.286  0.38
H14 -2.339 -1.342 -1.003  0.37



Entry 2:
Here is an isolated molecule of C5H14N2 at a distorted geometry from the Open Molecules 2025 dataset. Energies are from ωB97M-V/def2-TZVPD.

As for the SMILES: CN[C@H](C)CCN. The gap between HOMO and LUMO is 9.3 eV. Its energy above the lowest of the compared OMol25 structures with the same formula, charge and spin is 21.7 kcal/mol. The electronic energy comes out at -308.3886 hartree. Its LUMO energy is 1.135 eV. Its HOMO energy is -8.18 eV.

Last column: natural (NBO) charge in e.
Positions of all 21 atoms, in Å:
C1 -2.416 -1.372 0.546  -0.40
N1 -0.996 -1.372 0.345  -0.66
C2 -0.347 -0.138 -0.114  -0.05
C3 -0.504 0.042 -1.617  -0.63
C4 1.097 -0.193 0.331  -0.41
C5 1.929 1.051 0.042  -0.21
N2 1.511 2.196 0.850  -0.84
H1 -2.718 -2.366 0.852  0.21
H2 -2.995 -1.055 -0.339  0.16
H3 -2.658 -0.663 1.340  0.18
H4 -0.470 -2.180 0.061  0.37
H5 -0.918 0.649 0.391  0.19
H6 -1.573 0.082 -1.833  0.21
H7 0.143 0.831 -1.998  0.21
H8 -0.175 -0.871 -2.133  0.20
H9 1.633 -0.996 -0.189  0.20
H10 1.179 -0.400 1.397  0.21
H11 1.954 1.363 -1.003  0.18
H12 2.972 0.785 0.197  0.17
H13 1.044 1.879 1.692  0.35
H14 2.309 2.726 1.182  0.36



Entry 3:
Here is an isolated molecule of C5H14N2 from the Open Molecules 2025 dataset. Energies are from ωB97M-V/def2-TZVPD.

As for the SMILES: CC[C@](C)(N)NC. The gap between HOMO and LUMO is 9.8 eV. Its energy above the lowest of the compared OMol25 structures with the same formula, charge and spin is 8.5 kcal/mol. The electronic energy comes out at -308.4095 hartree. Its LUMO energy is 1.070 eV. Its HOMO energy is -8.75 eV.

Last column: natural (NBO) charge in e.
Positions of all 21 atoms, in Å:
C1 -0.183 -1.822 1.463  -0.61
C2 0.217 -1.197 0.127  -0.42
C3 0.106 0.348 0.060  0.26
C4 0.882 1.007 1.215  -0.62
N1 -1.268 0.805 0.148  -0.85
N2 0.677 0.845 -1.185  -0.64
C5 -0.135 0.741 -2.389  -0.42
H1 -0.265 -2.909 1.358  0.21
H2 -1.145 -1.448 1.823  0.19
H3 0.575 -1.627 2.229  0.20
H4 1.251 -1.501 -0.087  0.21
H5 -0.401 -1.653 -0.657  0.19
H6 0.854 2.103 1.146  0.22
H7 0.460 0.747 2.193  0.21
H8 1.935 0.702 1.213  0.22
H9 -1.635 0.607 1.074  0.35
H10 -1.834 0.245 -0.489  0.35
H11 0.919 1.826 -1.061  0.36
H12 -0.939 1.484 -2.390  0.18
H13 0.492 0.952 -3.262  0.20
H14 -0.564 -0.255 -2.530  0.19



Entry 4:
Here is an isolated molecule of C5H14N2 at a distorted geometry from the Open Molecules 2025 dataset. Energies are from ωB97M-V/def2-TZVPD.

As for the SMILES: CNCCN(C)C. The gap between HOMO and LUMO is 9.6 eV. Its energy above the lowest of the compared OMol25 structures with the same formula, charge and spin is 57.1 kcal/mol. The electronic energy comes out at -308.3320 hartree. Its LUMO energy is 1.083 eV. Its HOMO energy is -8.48 eV.

Last column: natural (NBO) charge in e.
Positions of all 21 atoms, in Å:
C1 2.472 1.532 0.467  -0.41
N1 2.219 0.501 -0.512  -0.64
C2 0.777 0.493 -0.916  -0.23
C3 -0.001 -0.784 -0.613  -0.25
N2 -1.390 -0.338 -0.353  -0.44
C4 -2.262 -1.583 -0.361  -0.44
C5 -1.581 0.318 1.004  -0.42
H1 2.247 2.498 0.120  0.20
H2 1.974 1.299 1.508  0.15
H3 3.565 1.624 0.761  0.20
H4 2.558 -0.418 -0.233  0.36
H5 0.257 1.396 -0.491  0.20
H6 0.833 0.597 -2.020  0.20
H7 0.411 -1.295 0.317  0.15
H8 0.083 -1.621 -1.363  0.21
H9 -2.685 -1.584 -1.475  0.21
H10 -2.975 -1.600 0.500  0.21
H11 -1.539 -2.427 -0.329  0.18
H12 -1.419 -0.361 1.895  0.17
H13 -0.902 1.120 1.055  0.20
H14 -2.642 0.633 1.040  0.20



Entry 5:
Here is an isolated molecule of C5H14N2 at a distorted geometry from the Open Molecules 2025 dataset. Energies are from ωB97M-V/def2-TZVPD.

As for the SMILES: NCCCCCN. The gap between HOMO and LUMO is 10.1 eV. Its energy above the lowest of the compared OMol25 structures with the same formula, charge and spin is 18.5 kcal/mol. The electronic energy comes out at -308.3937 hartree. Its LUMO energy is 1.167 eV. Its HOMO energy is -8.96 eV.

Last column: natural (NBO) charge in e.
Positions of all 21 atoms, in Å:
N1 2.335 1.647 -1.614  -0.84
C1 1.088 0.885 -1.653  -0.23
C2 -0.043 1.440 -0.791  -0.42
C3 -0.778 0.451 0.158  -0.39
C4 -0.012 -0.805 0.623  -0.40
C5 -0.719 -1.462 1.823  -0.21
N2 -1.921 -2.122 1.353  -0.85
H1 2.375 2.379 -2.310  0.36
H2 2.476 2.052 -0.693  0.35
H3 0.761 0.756 -2.688  0.19
H4 1.309 -0.134 -1.321  0.18
H5 0.358 2.271 -0.203  0.19
H6 -0.829 1.868 -1.410  0.21
H7 -1.731 0.122 -0.251  0.21
H8 -1.020 1.015 1.068  0.19
H9 0.989 -0.494 0.905  0.20
H10 -0.023 -1.547 -0.177  0.20
H11 -0.989 -0.682 2.519  0.18
H12 -0.028 -2.171 2.287  0.16
H13 -1.699 -2.970 0.841  0.35
H14 -2.569 -2.411 2.077  0.36



Entry 6:
Here is a cluster of 2 separate species, C5H14N2 in total at a distorted geometry from the Open Molecules 2025 dataset. Energies are from ωB97M-V/def2-TZVPD.

As for the SMILES: C/C=C\N.CNC. The gap between HOMO and LUMO is 8.0 eV. Its energy above the lowest of the compared OMol25 structures with the same formula, charge and spin is 55.6 kcal/mol. The electronic energy comes out at -308.3344 hartree. Its LUMO energy is 0.993 eV. Its HOMO energy is -7.01 eV.

Last column: natural (NBO) charge in e.
Positions of all 21 atoms, in Å:
C1 1.319 1.155 1.152  -0.65
C2 0.750 -0.224 0.986  -0.19
C3 1.412 -1.263 0.340  -0.10
N1 2.596 -1.177 -0.384  -0.85
H1 2.094 1.149 1.922  0.22
H2 0.545 1.859 1.474  0.22
H3 1.765 1.511 0.219  0.20
H4 0.082 -0.525 1.792  0.20
H5 1.178 -2.280 0.650  0.19
H6 3.367 -1.740 -0.031  0.37
H7 2.929 -0.253 -0.638  0.37
C4 -1.478 1.164 -1.382  -0.41
N2 -1.167 0.110 -0.420  -0.62
C5 -2.351 -0.660 -0.049  -0.41
H8 -0.573 1.722 -1.633  0.19
H9 -2.231 1.856 -0.995  0.19
H10 -1.841 0.723 -2.314  0.16
H11 -0.425 -0.513 -0.853  0.38
H12 -3.151 -0.028 0.349  0.19
H13 -2.092 -1.379 0.732  0.20
H14 -2.728 -1.206 -0.919  0.17



Entry 7:
Here is an isolated molecule of C5H14N2 at a distorted geometry from the Open Molecules 2025 dataset. Energies are from ωB97M-V/def2-TZVPD.

As for the SMILES: CN[C@H](C)CCN. The gap between HOMO and LUMO is 9.4 eV. Its energy above the lowest of the compared OMol25 structures with the same formula, charge and spin is 75.2 kcal/mol. The electronic energy comes out at -308.3033 hartree. Its LUMO energy is 1.051 eV. Its HOMO energy is -8.40 eV.

Last column: natural (NBO) charge in e.
Positions of all 21 atoms, in Å:
C1 1.889 1.153 0.686  -0.38
N1 0.637 0.724 0.479  -0.67
C2 0.368 -0.150 -0.577  -0.06
C3 0.545 0.607 -1.954  -0.62
C4 -1.052 -0.698 -0.653  -0.42
C5 -1.513 -1.295 0.639  -0.23
N2 -1.473 -0.377 1.807  -0.85
H1 2.907 0.366 0.481  0.12
H2 1.931 1.421 1.820  0.20
H3 2.214 2.151 0.156  0.18
H4 0.429 0.328 1.440  0.41
H5 1.108 -0.937 -0.601  0.16
H6 1.545 1.209 -1.790  0.22
H7 -0.416 1.174 -2.223  0.22
H8 0.889 -0.286 -2.768  0.20
H9 -1.295 -1.235 -1.581  0.24
H10 -1.644 0.284 -1.033  0.19
H11 -2.508 -1.892 0.539  0.17
H12 -0.755 -2.039 0.892  0.18
H13 -1.615 -0.890 2.645  0.37
H14 -2.193 0.383 1.595  0.37



Entry 8:
Here is an isolated molecule of C5H14N2 at a distorted geometry from the Open Molecules 2025 dataset. Energies are from ωB97M-V/def2-TZVPD.

As for the SMILES: CCN(C)CCN. The gap between HOMO and LUMO is 9.9 eV. Its energy above the lowest of the compared OMol25 structures with the same formula, charge and spin is 20.2 kcal/mol. The electronic energy comes out at -308.3909 hartree. Its LUMO energy is 1.106 eV. Its HOMO energy is -8.79 eV.

Last column: natural (NBO) charge in e.
Positions of all 21 atoms, in Å:
C1 2.625 -0.955 0.633  -0.63
C2 1.573 0.130 0.526  -0.22
N1 0.348 -0.331 -0.130  -0.43
C3 -0.252 -1.395 0.668  -0.43
C4 -0.562 0.812 -0.259  -0.24
C5 -1.901 0.457 -0.884  -0.23
N2 -2.676 1.620 -1.340  -0.82
H1 2.586 -1.596 -0.246  0.22
H2 3.620 -0.519 0.720  0.22
H3 2.469 -1.606 1.494  0.20
H4 1.965 0.935 -0.108  0.19
H5 1.303 0.622 1.474  0.16
H6 -0.521 -1.052 1.685  0.16
H7 0.425 -2.242 0.698  0.21
H8 -1.172 -1.747 0.184  0.20
H9 -0.684 1.334 0.700  0.16
H10 -0.089 1.492 -0.979  0.19
H11 -1.697 -0.176 -1.748  0.20
H12 -2.543 -0.131 -0.240  0.18
H13 -2.246 1.979 -2.186  0.35
H14 -2.573 2.370 -0.662  0.34



Entry 9:
Here is an isolated molecule of C5H14N2 from the Open Molecules 2025 dataset. Energies are from ωB97M-V/def2-TZVPD.

As for the SMILES: C[C@H](N)CN(C)C. The gap between HOMO and LUMO is 9.2 eV. Its energy above the lowest of the compared OMol25 structures with the same formula, charge and spin is 20.7 kcal/mol. The electronic energy comes out at -308.3901 hartree. Its LUMO energy is 1.044 eV. Its HOMO energy is -8.17 eV.

Last column: natural (NBO) charge in e.
Positions of all 21 atoms, in Å:
C1 1.299 -1.180 -0.485  -0.63
C2 1.140 0.292 -0.145  -0.07
N1 2.380 0.881 0.376  -0.83
C3 0.030 0.606 0.867  -0.21
N2 -1.339 0.367 0.502  -0.44
C4 -1.751 1.132 -0.649  -0.41
C5 -1.739 -1.029 0.414  -0.41
H1 0.370 -1.609 -0.863  0.21
H2 1.578 -1.725 0.428  0.19
H3 2.124 -1.321 -1.179  0.21
H4 0.937 0.822 -1.075  0.18
H5 3.045 0.968 -0.381  0.36
H6 2.779 0.254 1.066  0.35
H7 0.164 1.660 1.077  0.21
H8 0.242 0.073 1.797  0.19
H9 -1.376 2.149 -0.579  0.20
H10 -2.832 1.173 -0.723  0.20
H11 -1.420 0.690 -1.607  0.16
H12 -1.783 -1.401 -0.620  0.17
H13 -1.080 -1.655 1.009  0.20
H14 -2.767 -1.146 0.771  0.19



Entry 10:
Here is an isolated molecule of C5H14N2 at a distorted geometry from the Open Molecules 2025 dataset. Energies are from ωB97M-V/def2-TZVPD.

As for the SMILES: CC(C)CN(C)N. The gap between HOMO and LUMO is 8.8 eV. Its energy above the lowest of the compared OMol25 structures with the same formula, charge and spin is 41.0 kcal/mol. The electronic energy comes out at -308.3577 hartree. Its LUMO energy is 1.024 eV. Its HOMO energy is -7.81 eV.

Last column: natural (NBO) charge in e.
Positions of all 21 atoms, in Å:
C1 -1.713 -1.671 -0.414  -0.60
C2 -0.437 -0.828 -0.404  -0.23
C3 -0.378 0.050 -1.649  -0.61
C4 -0.338 -0.037 0.920  -0.23
N1 0.939 0.630 1.217  -0.30
C5 0.987 2.064 0.975  -0.41
N2 2.092 -0.058 0.755  -0.66
H1 -1.770 -2.284 -1.320  0.21
H2 -1.746 -2.340 0.452  0.21
H3 -2.608 -1.039 -0.386  0.20
H4 0.456 -1.549 -0.393  0.19
H5 -1.198 0.778 -1.662  0.21
H6 -0.470 -0.559 -2.555  0.21
H7 0.565 0.597 -1.713  0.20
H8 -1.165 0.682 0.997  0.20
H9 -0.493 -0.753 1.740  0.19
H10 1.887 2.487 1.440  0.21
H11 0.991 2.310 -0.090  0.16
H12 0.140 2.570 1.451  0.20
H13 2.004 -1.134 0.882  0.36
H14 2.256 0.083 -0.243  0.32



Entry 11:
Here is the ion C5H14N2 with charge +1 at a distorted geometry from the Open Molecules 2025 dataset. Energies are from ωB97M-V/def2-TZVPD.

Its spin multiplicity is 2. Its expectation value of S² is 0.757. The gap between HOMO and LUMO (alpha / beta) is 11.4 / 5.2 eV. Its energy above the lowest of the compared OMol25 structures with the same formula, charge and spin is 37.4 kcal/mol. The electronic energy comes out at -308.0617 hartree. Its LUMO energy (alpha / beta) is -2.583 / -7.780 eV. Its HOMO energy (alpha / beta) is -13.96 / -12.97 eV. Its charge is +1.

Last column: Mulliken spin population.
Positions of all 21 atoms, in Å:
C1 2.041 0.109 -0.247  0.01
N1 0.958 0.546 0.696  0.60
C2 1.445 1.767 1.418  0.03
C3 -0.276 0.910 -0.065  0.04
C4 -0.897 -0.178 -0.900  0.00
N2 -1.118 -1.309 0.006  0.20
C5 -2.127 -2.261 -0.456  0.00
H1 1.640 -0.508 -1.044  0.00
H2 2.738 -0.404 0.408  0.01
H3 2.517 0.968 -0.711  0.02
H4 0.736 2.115 2.166  0.00
H5 2.404 1.614 1.907  0.00
H6 1.548 2.461 0.583  0.02
H7 -1.036 1.297 0.623  0.01
H8 0.023 1.776 -0.669  0.02
H9 -0.323 -0.437 -1.788  0.00
H10 -1.852 0.192 -1.319  0.01
H11 -1.350 -0.905 0.909  -0.01
H12 -1.614 -3.193 -0.707  0.01
H13 -2.660 -2.719 0.392  0.00
H14 -2.797 -1.843 -1.201  0.01



Entry 12:
Here is an isolated molecule of C5H14N2O at a distorted geometry from the Open Molecules 2025 dataset. Energies are from ωB97M-V/def2-TZVPD.

As for the SMILES: CC(C)[C@H](O)N(C)N. The gap between HOMO and LUMO is 9.1 eV. Its energy above the lowest of the compared OMol25 structures with the same formula, charge and spin is 61.1 kcal/mol. The electronic energy comes out at -383.6034 hartree. Its LUMO energy is 0.960 eV. Its HOMO energy is -8.18 eV.

Last column: natural (NBO) charge in e.
Positions of all 22 atoms, in Å:
C1 1.426 -0.812 1.061  -0.63
C2 0.776 0.614 0.727  -0.23
C3 0.667 1.474 1.988  -0.61
C4 -0.574 0.423 0.000  0.25
O1 -1.543 0.008 0.954  -0.72
N1 -0.479 -0.546 -1.127  -0.32
C5 -1.782 -0.828 -1.748  -0.44
N2 0.396 -0.047 -2.184  -0.70
H1 0.902 -1.271 1.903  0.21
H2 1.502 -1.524 0.235  0.22
H3 2.466 -0.632 1.353  0.20
H4 1.478 1.126 0.058  0.20
H5 -0.035 1.046 2.711  0.22
H6 0.318 2.482 1.740  0.21
H7 1.638 1.558 2.490  0.21
H8 -0.896 1.402 -0.379  0.15
H9 -1.580 -0.958 0.862  0.47
H10 -1.714 -1.724 -2.376  0.20
H11 -2.145 0.003 -2.367  0.18
H12 -2.594 -1.049 -1.048  0.21
H13 0.403 -0.690 -2.981  0.36
H14 1.371 -0.054 -1.874  0.35



Summary of molar mass in g/mol
102.18 102.18 102.18 102.18 102.18 102.18 102.18 102.18 102.18 102.18 102.18 118.18
(order as listed above)